DFT (ωB97M-V with the def2-TZVPD basis set) results for a structure of composition CH4NO5S2.

CARTESIAN COORDINATES (ANGSTROEM)
N (-0.7376, 1.0200, 0.5239)
H (1.1928, -1.0513, -0.6967)
H (-1.1842, -1.9658, 0.1641)
O (-1.3400, -0.4104, -1.5126)
O (1.4503, 1.9852, 1.0271)
O (-3.0836, 0.4927, 0.0046)
S (-1.7389, 0.0398, -0.1963)
H (1.2856, -0.8718, 1.0958)
C (1.5307, -0.4348, 0.1297)
H (2.6040, -0.2569, 0.0733)
O (-1.6582, -1.3257, 0.7052)
O (0.9034, 1.5971, -1.3477)
S (0.7756, 1.1819, 0.0296)

Values from the calculation:
Energy relative to the best compared isomer or geometry (same formula, charge and spin) in eV: 0.000
F_max in eV/A: 0.39
Net charge: -1
HOMO energy in hartree: -0.2134